No. 1
A molecular structure, C32H31Cl2F3N4O7SSc in a non-equilibrium geometry, computed with ωB97M-V/def2-TZVPD.

Each line ends with the Mulliken charge.
Element x y z (Å)
Sc  0.17464  0.01297  -1.29069  -0.103
C  -3.03704  -4.16415  3.77367  -1.807
C  -2.14632  -3.46057  2.78126  0.216
C  -0.79544  -3.37526  2.94404  -0.142
C  0.02704  -2.77449  1.95264  0.200
C  1.43233  -2.77478  1.96471  -0.801
N  2.23061  -2.77394  3.00518  -0.006
C  1.90300  -2.32880  4.37378  -1.104
C  1.07475  -1.04060  4.37677  -0.420
C  1.69007  0.08918  3.53258  -0.908
N  0.69642  0.77595  2.71489  0.588
C  0.30790  2.00721  2.87692  -0.111
C  -0.53986  2.70219  1.99197  0.424
C  -0.83277  4.05753  2.27791  -0.888
C  -1.52439  4.85141  1.40674  0.073
C  -1.83611  6.29864  1.69508  -1.711
C  -1.88224  4.26754  0.17711  -0.487
C  -1.59714  2.96398  -0.16709  1.159
C  -1.91631  2.53261  -1.52638  -0.700
N  -1.46107  1.50942  -2.12495  0.893
C  -1.90451  1.33320  -3.51603  -1.233
C  -2.28165  -0.11770  -3.78226  0.303
C  -3.01842  -0.76036  -2.62071  -1.257
N  -2.10270  -1.10437  -1.50677  0.650
C  -2.63163  -1.78622  -0.58000  -0.883
C  -1.95277  -2.29409  0.61846  0.684
C  -2.69454  -2.90849  1.59534  -0.630
C  -0.54291  -2.19079  0.78604  0.091
O  0.21368  -1.57184  -0.02862  0.071
C  -0.97791  2.09589  0.77513  -0.129
O  -0.79776  0.84838  0.53441  -0.280
H  -2.53184  -4.30492  4.72810  0.383
H  -3.32954  -5.14811  3.40164  0.357
H  -3.95211  -3.59862  3.95365  0.398
H  -0.33774  -3.83689  3.81185  0.538
H  1.92753  -2.74149  0.99645  0.607
H  3.21451  -2.85507  2.79734  0.334
H  2.86027  -2.17487  4.86836  0.459
H  1.38402  -3.10923  4.92520  0.353
H  0.94813  -0.72296  5.41139  0.579
H  0.07906  -1.25205  3.99416  0.306
H  2.43293  -0.30707  2.84072  0.342
H  2.19501  0.82300  4.15787  0.662
H  0.30635  0.32228  1.87811  -0.507
H  0.71368  2.53443  3.73708  0.487
H  -0.48081  4.47203  3.21893  0.422
H  -1.73492  6.51866  2.75720  0.406
H  -2.85429  6.54888  1.39473  0.384
H  -1.16018  6.96028  1.14959  0.312
H  -2.38777  4.88807  -0.55935  0.497
H  -2.58593  3.20375  -2.07047  0.289
H  -1.08867  1.64173  -4.17127  0.210
H  -2.75750  1.98920  -3.70674  0.464
H  -1.38846  -0.69872  -3.97377  -0.690
H  -2.90009  -0.16380  -4.67914  0.623
H  -3.51815  -1.66928  -2.95992  0.668
H  -3.79099  -0.08661  -2.23700  0.384
H  -3.69105  -2.05930  -0.64412  0.413
H  -3.77036  -2.97550  1.45142  0.480
Cl  4.83270  -3.37798  -6.21206  -0.214
C  3.59746  -2.72301  -5.18477  0.061
C  2.25885  -2.92281  -5.50895  -0.626
C  1.26425  -2.38419  -4.72197  0.100
Cl  -0.38836  -2.70971  -5.13506  -0.218
C  1.55631  -1.59799  -3.58996  -0.182
O  0.62160  -0.98419  -2.90286  0.509
C  2.91703  -1.50676  -3.23662  1.024
C  3.30385  -1.01238  -1.92668  -0.477
O  2.52943  -0.75962  -1.01875  -0.297
C  3.92395  -2.03812  -4.04440  -1.112
H  1.99484  -3.50589  -6.38048  0.483
H  4.38662  -0.94278  -1.74050  0.293
H  4.96194  -1.91768  -3.75633  0.443
F  2.56498  3.67604  0.43164  -0.218
C  2.27861  3.92817  -0.84965  0.629
F  1.16214  4.65475  -0.88766  -0.221
F  3.26980  4.62201  -1.37949  -0.208
S  2.03770  2.34561  -1.77273  0.947
O  1.08986  2.60592  -2.82253  -0.671
O  3.35080  1.92186  -2.14917  -0.608
O  1.40762  1.51128  -0.69416  -0.347

- 2S+1: 1
- Charge: +1
- Energy relative to the best compared isomer or geometry (same formula, charge and spin): 25.8 kcal per mole

---

No. 2
A single C4H7N3 molecule in a non-equilibrium geometry, computed with ωB97M-V/def2-TZVPD.

Each line ends with the Mulliken charge.
Element x y z (Å)
C  -2.29215  0.14911  -0.15071  -1.364
C  -0.91377  -0.47149  0.00783  -0.215
N  0.05267  0.61319  0.09056  0.011
C  1.34032  0.64867  0.31157  -0.557
N  2.09354  -0.50749  0.24612  -0.067
C  3.32172  0.04996  0.06268  0.397
N  4.29486  0.65775  -0.09734  -0.415
H  -2.35542  0.71328  -1.08787  0.355
H  -2.49208  0.84077  0.67675  0.371
H  -3.06953  -0.61565  -0.15009  0.366
H  -0.67764  -1.13385  -0.83354  0.286
H  -0.85171  -1.05585  0.93326  0.293
H  -0.32996  1.54595  0.13456  0.256
H  1.87917  -1.43435  -0.14378  0.283

- 2S+1: 1
- Charge: 0
- Energy relative to the best compared isomer or geometry (same formula, charge and spin): 57.5 kcal per mole

---

No. 3
6 unconnected molecules or ions with the total composition C36H88N4 in a non-equilibrium geometry, computed with ωB97M-V/def2-TZVPD.

Each line ends with the Mulliken charge.
Element x y z (Å)
C  -2.50579  -1.63065  5.55470  -1.223
C  -2.88379  -0.26028  5.22211  -0.889
N  -1.82584  0.60876  4.76106  1.054
C  -2.28019  1.62519  3.85099  -1.710
C  -3.23532  2.65044  4.33412  -1.639
C  -0.91345  1.06201  5.93296  -0.553
C  0.35802  1.82840  5.50329  -0.941
H  -2.13923  -1.64503  6.50629  0.521
H  -1.83328  -1.84593  4.72966  0.136
H  -3.30501  -2.48339  5.44552  0.303
H  -3.36990  0.05112  6.07127  0.489
H  -3.75400  -0.27944  4.47855  0.423
H  -2.47536  1.40886  2.95322  1.331
H  -1.31349  2.03916  3.42208  0.167
H  -4.13266  2.16531  4.91225  0.274
H  -3.75382  3.16772  3.55573  0.461
H  -3.03102  3.29427  5.08496  0.428
H  -0.67694  0.16643  6.47802  0.406
H  -1.46881  1.65667  6.60949  0.388
H  1.19852  1.43996  4.88667  0.063
H  1.20150  2.01170  6.30989  0.372
H  0.00930  2.83380  4.99507  0.203
C  1.47874  -4.73087  3.38784  -1.661
C  0.55746  -3.45553  3.55891  -0.379
N  -0.08402  -3.11067  2.25303  0.681
C  -0.90313  -4.11218  1.62380  -0.065
C  -2.00257  -4.59836  2.54064  -1.290
C  -0.57504  -1.72172  2.25801  -2.109
C  -0.42486  -0.97704  0.90505  1.777
H  1.01917  -5.65998  3.22927  0.471
H  2.03266  -4.90150  4.30331  0.463
H  2.14435  -4.80420  2.52940  0.303
H  1.30587  -2.74347  3.89961  0.405
H  -0.17519  -3.62776  4.28437  0.345
H  -0.53242  -5.05351  0.95029  0.228
H  -1.38791  -3.54941  0.77635  0.029
H  -2.70596  -3.99453  3.09750  0.244
H  -1.59828  -5.35507  3.37259  0.194
H  -2.68142  -5.01421  1.84207  0.530
H  -0.16546  -1.19882  2.97121  1.480
H  -1.57483  -1.77029  2.64473  -0.008
H  0.65354  -0.82793  0.75434  -0.460
H  -0.89579  -0.10229  0.70134  -0.719
H  -0.53877  -1.71580  -0.02266  -0.565
C  -2.60252  2.34794  0.02314  -0.577
C  -1.46301  2.82584  -0.92169  -1.002
N  -0.11364  2.60608  -0.35147  1.391
C  0.92308  2.22449  -1.27172  0.013
C  1.16419  3.28594  -2.38213  -1.133
C  0.18936  3.55245  0.67287  -1.045
C  1.42983  3.18803  1.58172  -0.805
H  -2.75537  3.29557  0.72180  0.260
H  -2.15304  1.46771  0.57855  -0.384
H  -3.43412  2.13550  -0.59310  0.573
H  -1.66325  3.96108  -1.23212  0.217
H  -1.44897  2.35230  -1.90184  0.431
H  0.57299  1.28521  -1.68220  -0.219
H  1.86948  1.88408  -0.92448  -0.087
H  1.90419  2.91753  -3.14667  0.346
H  1.30394  4.36035  -1.90033  0.240
H  0.20599  3.40097  -2.93605  0.294
H  -0.62975  3.97134  1.22672  0.502
H  0.66478  4.39658  0.21503  0.233
H  1.05497  2.15351  1.93516  -0.080
H  1.63678  4.03240  2.26201  0.508
H  2.35412  3.18127  0.91301  0.243
C  4.16789  -2.40823  1.16335  -1.064
C  4.32831  -0.99422  0.56296  0.003
N  5.18444  -0.22703  1.47824  0.187
C  6.17317  0.73408  0.78390  -0.886
C  5.44729  1.75833  -0.12485  -1.066
C  4.40053  0.43157  2.57472  0.064
C  5.28014  0.53181  3.83745  -1.345
H  5.26777  -2.75691  1.23536  0.350
H  3.47621  -2.87552  0.43746  0.217
H  3.65203  -2.53279  2.08365  0.206
H  3.38873  -0.41264  0.29090  -0.309
H  5.01163  -1.23985  -0.25418  0.447
H  6.75834  0.17888  0.20609  0.493
H  6.88520  1.03329  1.56066  0.408
H  4.94929  1.21719  -0.92547  0.220
H  6.20947  2.34297  -0.55864  0.484
H  4.99486  2.40730  0.53156  0.336
H  3.46565  -0.12898  2.77619  0.126
H  4.19283  1.36788  2.20287  0.207
H  4.47568  0.69182  4.73067  0.192
H  6.13671  1.15140  3.61213  0.323
H  5.98128  -0.24108  4.12432  0.398
C  0.40952  0.57266  -6.75034  -1.368
C  0.89832  -0.51144  -5.77362  -0.762
C  1.35191  0.11203  -4.39149  0.069
C  1.68576  -1.07214  -3.43981  -1.165
C  0.53998  -1.87429  -2.82098  1.361
C  1.10393  -2.95767  -1.99112  -2.054
H  1.09443  1.40720  -6.79453  0.326
H  -0.40483  0.82056  -6.22463  0.086
H  0.34863  0.42529  -7.72990  0.505
H  1.83754  -0.91278  -6.15554  0.494
H  0.28672  -1.31894  -5.70225  0.499
H  0.48643  0.71883  -3.94052  -0.318
H  2.08260  1.00815  -4.54914  0.452
H  2.26289  -0.52519  -2.63544  -0.286
H  2.39192  -1.64784  -3.87623  1.172
H  -0.04408  -2.38769  -3.59678  0.261
H  -0.19350  -1.11775  -2.32894  -0.570
H  0.45259  -3.61921  -1.78494  0.788
H  1.47258  -2.45118  -1.03224  0.128
H  1.86647  -3.63526  -2.39395  0.436
C  -3.49344  -1.14964  -2.60057  -1.461
C  -2.82039  -0.76540  -3.93278  1.255
C  -3.88582  0.15501  -4.68945  -0.765
C  -3.64588  0.35118  -6.13545  -0.392
C  -4.76809  0.97102  -6.98352  -0.946
C  -4.92595  2.42709  -6.77242  -1.247
H  -4.54558  -1.74259  -2.75211  0.280
H  -3.98748  -0.29039  -2.03689  0.249
H  -2.69775  -1.60648  -2.15436  0.502
H  -2.76310  -1.83822  -4.37151  0.145
H  -1.97915  -0.40316  -3.92966  -0.630
H  -4.11246  1.19484  -4.27249  0.160
H  -4.82907  -0.32839  -4.57171  0.378
H  -3.31007  -0.60967  -6.46135  0.521
H  -2.97105  1.15118  -6.11338  0.048
H  -5.49596  0.57624  -6.69892  0.595
H  -4.49288  0.52525  -7.97909  0.292
H  -4.01580  3.01844  -6.94923  0.326
H  -5.49774  2.88642  -7.53638  0.444
H  -5.34520  2.74851  -5.82077  0.323

- 2S+1: 1
- Charge: 0
- Structure (SMILES): CCN(CC)CC.CCN(CC)CC.CCN(CC)CC.CCN(CC)CC.CCCCCC.CCCCCC
- Energy relative to the best compared isomer or geometry (same formula, charge and spin): 0.0 kcal per mole

---

No. 4
A molecular structure, C34H57AlO19PS in a non-equilibrium geometry, computed with ωB97M-V/def2-TZVPD.

Each line ends with the Mulliken charge.
Element x y z (Å)
C  -0.85619  -1.22237  -3.19522  -0.261
C  -1.70813  -2.62037  -2.96960  -0.156
O  -1.28788  -3.40651  -1.79993  -0.529
Al  -1.04433  -2.35055  -0.26259  -0.534
P  1.18244  -2.71169  0.43981  0.557
O  2.14864  -2.83782  -1.03229  -0.420
O  1.70845  -1.36397  1.45402  -0.552
S  1.29212  -4.36482  1.46304  -0.535
H  0.24878  -1.29709  -2.79693  -0.089
H  -0.86804  -0.86841  -4.33190  0.066
H  -1.46190  -0.37918  -2.61098  0.220
H  -1.46298  -3.29462  -3.92339  0.196
H  -2.88057  -2.43218  -3.03037  0.168
H  -1.25711  -0.79708  -0.46685  -0.076
H  -1.99966  -2.85561  0.91437  0.090
H  2.14218  -1.89630  -1.40379  0.228
H  1.55162  -0.48572  0.97899  0.302
O  -3.92620  -2.16054  0.96353  -0.301
C  -4.66213  -2.74732  1.73959  0.233
O  -5.98119  -3.00770  1.50195  -0.406
C  -6.55645  -3.60751  2.66173  -0.514
C  -5.39679  -4.19574  3.42205  -0.516
C  -4.27316  -3.24356  3.09923  0.030
H  -7.07822  -2.83280  3.23334  0.256
H  -7.27793  -4.37303  2.36160  0.328
H  -5.59095  -4.29638  4.49318  0.399
H  -5.16001  -5.19080  3.02607  0.227
H  -4.24358  -2.39884  3.79306  0.149
H  -3.30875  -3.75594  3.07095  0.313
O  -1.12587  0.86662  0.96473  -0.293
C  -1.48791  1.11891  2.10203  0.023
O  -0.87164  2.01772  2.92455  -0.367
C  -1.49095  1.97798  4.20933  -0.158
C  -2.86300  1.40351  3.97189  -0.748
C  -2.63223  0.46445  2.81504  0.450
H  -0.88530  1.34852  4.86974  0.255
H  -1.53815  2.98777  4.62731  0.154
H  -3.28388  0.91506  4.85475  0.355
H  -3.55120  2.20087  3.66591  0.296
H  -2.32224  -0.52845  3.15247  -0.147
H  -3.51195  0.39780  2.17079  0.261
O  -0.66285  -0.85295  -6.80444  -0.618
C  0.54109  -0.68963  -6.69477  0.266
O  1.18811  0.47943  -6.97563  -0.365
C  2.59460  0.27993  -6.84235  -0.327
C  2.74281  -0.91745  -5.94057  0.004
C  1.52658  -1.74063  -6.28201  0.229
H  3.01858  0.10630  -7.83697  0.275
H  3.05473  1.17422  -6.41206  0.024
H  3.68641  -1.45047  -6.08433  0.203
H  2.68932  -0.60092  -4.89178  0.069
H  1.71173  -2.40881  -7.12763  -0.058
H  1.16580  -2.30133  -5.41664  0.318
O  -3.86267  -4.05125  5.69059  -0.609
C  -2.65872  -3.88792  5.80027  0.478
O  -2.01171  -2.71887  5.51941  -0.236
C  -0.60522  -2.91836  5.65268  -0.301
C  -0.45701  -4.11575  6.55447  -0.567
C  -1.67323  -4.93892  6.21303  -0.464
H  -0.18124  -3.09199  4.65807  0.227
H  -0.14509  -2.02408  6.08298  0.290
H  0.48659  -4.64877  6.41070  0.329
H  -0.51049  -3.79921  7.60325  0.280
H  -1.48809  -5.60710  5.36741  0.267
H  -2.03402  -5.49962  7.07840  0.301
O  1.02628  3.69104  8.06966  -0.610
C  0.83409  4.63173  7.31711  0.477
O  0.91232  4.55718  5.95604  -0.344
C  0.73842  5.86167  5.40483  -0.125
C  0.01052  6.64725  6.46405  -0.548
C  0.52662  6.03570  7.74196  -0.333
H  1.72507  6.28067  5.18094  0.267
H  0.16230  5.79623  4.47724  0.107
H  0.18132  7.72481  6.39445  0.361
H  -1.06870  6.46966  6.38171  0.240
H  1.44859  6.51686  8.08001  0.251
H  -0.23061  6.05256  8.52919  0.274
O  -1.63516  6.24058  2.41978  -0.610
C  -1.68245  5.76644  1.29677  0.423
O  -1.68285  6.50529  0.14860  -0.388
C  -1.85683  5.63475  -0.96839  -0.449
C  -1.41865  4.27664  -0.48625  -0.437
C  -1.79459  4.30728  0.97359  0.188
H  -2.91139  5.65098  -1.26300  0.247
H  -1.24894  5.98552  -1.80746  0.338
H  -1.87944  3.45407  -1.03960  0.344
H  -0.33024  4.18191  -0.58320  0.182
H  -2.82663  3.98375  1.13491  0.197
H  -1.10372  3.71527  1.57828  0.002
O  4.39798  -3.84058  -4.58890  -0.564
C  4.35070  -4.31472  -5.71190  0.505
O  4.35029  -3.57587  -6.86007  -0.279
C  4.17632  -4.44641  -7.97707  -0.456
C  4.61450  -5.80452  -7.49493  -0.517
C  4.23856  -5.77388  -6.03509  -0.394
H  3.12175  -4.43017  -8.27167  0.269
H  4.78421  -4.09564  -8.81614  0.315
H  4.15370  -6.62709  -8.04827  0.322
H  5.70291  -5.89925  -7.59188  0.251
H  3.20651  -6.09740  -5.87377  0.258
H  4.92942  -6.36589  -5.43040  0.301
O  3.98375  1.59054  -4.50126  -0.600
C  4.05074  2.78366  -4.25598  0.543
O  4.61946  3.70892  -5.08342  -0.357
C  4.62003  4.97972  -4.43469  -0.441
C  3.53529  4.89503  -3.39302  -0.485
C  3.57000  3.44045  -2.99754  -0.361
H  5.60825  5.14611  -3.99321  0.273
H  4.42176  5.76769  -5.16709  0.320
H  3.68875  5.58012  -2.55502  0.309
H  2.56502  5.12879  -3.84793  0.257
H  4.29235  3.25320  -2.19820  0.284
H  2.57863  3.07720  -2.71709  0.226

- 2S+1: 1
- E: -3741.43379 a.u.
- Charge: -1

---

The highest charge belongs to which entry?
C32H31Cl2F3N4O7SSc

---

What is the charge in the second record?
0

---

Copy entry 2 word for word.
A single C4H7N3 molecule in a non-equilibrium geometry, computed with ωB97M-V/def2-TZVPD.

Each line ends with the Mulliken charge.
Element x y z (Å)
C  -2.29215  0.14911  -0.15071  -1.364
C  -0.91377  -0.47149  0.00783  -0.215
N  0.05267  0.61319  0.09056  0.011
C  1.34032  0.64867  0.31157  -0.557
N  2.09354  -0.50749  0.24612  -0.067
C  3.32172  0.04996  0.06268  0.397
N  4.29486  0.65775  -0.09734  -0.415
H  -2.35542  0.71328  -1.08787  0.355
H  -2.49208  0.84077  0.67675  0.371
H  -3.06953  -0.61565  -0.15009  0.366
H  -0.67764  -1.13385  -0.83354  0.286
H  -0.85171  -1.05585  0.93326  0.293
H  -0.32996  1.54595  0.13456  0.256
H  1.87917  -1.43435  -0.14378  0.283

- 2S+1: 1
- Charge: 0
- Energy relative to the best compared isomer or geometry (same formula, charge and spin): 57.5 kcal per mole